Record 1
{"formula": "C5H11NO", "method": "wB97M-V/def2-TZVPD", "homo_lumo_gap_ev": 8.33, "homo_energy_ev": -8.476, "spin_multiplicity": 1, "relative_energy_kcal_mol": 104.0, "max_force_ev_per_a": 4.7, "symbols": ["C", "N", "C", "C", "C", "C", "O", "H", "H", "H", "H", "H", "H", "H", "H", "H", "H", "H"], "positions_angstrom": [[-1.427, -1.606, -0.099], [-0.898, -0.315, 0.328], [-1.953, 0.574, 0.805], [0.773, -0.198, -1.593], [0.275, 0.246, -0.210], [1.425, 0.461, 0.685], [2.425, 1.070, 0.366], [-1.964, -2.070, 0.726], [-0.570, -2.244, -0.327], [-2.067, -1.531, -0.978], [-2.824, 0.218, 0.236], [-2.146, 0.421, 1.880], [-1.775, 1.632, 0.610], [0.807, -1.304, -1.487], [-0.059, -0.073, -2.286], [1.755, 0.181, -1.852], [-0.313, 1.704, -0.856], [1.369, 0.278, 1.772]], "atomic_forces_ev_per_a": [[1.22, 0.27, -0.03], [0.10, 0.04, 0.54], [-0.20, -1.05, 0.09], [-1.45, -2.43, 0.99], [-1.68, 3.14, -3.10], [0.86, 2.56, 1.44], [-0.01, -0.60, -0.64], [-0.12, 0.04, -0.02], [-0.31, -0.17, -0.05], [-0.25, -0.04, -0.16], [-0.36, 0.62, 0.34], [-0.03, 0.17, -0.29], [0.22, -0.20, -0.10], [0.67, 0.31, -0.42], [0.58, 0.42, -0.38], [-0.28, 0.29, -0.12], [1.73, -2.53, 2.01], [-0.69, -0.83, -0.11]], "nbo_charge": [-0.40, -0.50, -0.40, -0.65, 0.06, 0.35, -0.51, 0.21, 0.20, 0.18, 0.19, 0.19, 0.22, 0.19, 0.22, 0.25, 0.07, 0.13]}

Record 2
{"formula": "C6H13NO", "method": "wB97M-V/def2-TZVPD", "homo_lumo_gap_ev": 9.18, "smiles": "C=C(N)[C@@H](C)[C@@H](C)O", "homo_energy_ev": -8.247, "spin_multiplicity": 1, "relative_energy_kcal_mol": 41.7, "max_force_ev_per_a": 5.1, "symbols": ["C", "C", "N", "C", "C", "C", "C", "O", "H", "H", "H", "H", "H", "H", "H", "H", "H", "H", "H", "H", "H"], "positions_angstrom": [[1.409, -1.720, -0.621], [1.323, -0.603, 0.081], [2.540, 0.051, 0.706], [0.236, 0.378, 0.221], [0.164, 1.357, -0.947], [-1.153, -0.537, 0.304], [-2.224, 0.269, 1.036], [-1.611, -0.970, -0.952], [2.342, -2.253, -0.702], [0.543, -2.174, -1.069], [2.542, 0.969, 1.126], [3.430, -0.214, 0.307], [0.292, 0.896, 1.179], [1.006, 2.044, -0.901], [-0.759, 1.936, -0.917], [0.208, 0.829, -1.897], [-0.942, -1.453, 0.862], [-3.155, -0.296, 1.059], [-1.919, 0.469, 2.060], [-2.412, 1.218, 0.533], [-1.860, -0.196, -1.470]], "atomic_forces_ev_per_a": [[-0.04, -0.31, 0.29], [3.88, 3.10, 1.17], [-0.92, -2.17, -1.12], [-3.40, -2.30, -0.23], [0.08, -0.09, 0.22], [0.84, 1.75, 0.58], [0.02, -0.39, -0.15], [0.02, 0.00, -0.38], [0.17, -0.03, 0.04], [-0.19, 0.10, -0.11], [-0.55, -0.23, -0.38], [-0.20, 0.06, 0.15], [0.11, -0.01, -0.05], [0.02, 0.10, -0.10], [-0.01, 0.14, 0.06], [0.04, -0.06, -0.02], [0.17, 0.19, -0.07], [-0.06, 0.02, 0.01], [0.03, 0.08, 0.09], [-0.02, 0.10, -0.02], [-0.01, -0.05, 0.00]], "nbo_charge": [-0.51, 0.22, -0.88, -0.29, -0.61, 0.12, -0.64, -0.72, 0.20, 0.23, 0.38, 0.37, 0.21, 0.22, 0.20, 0.22, 0.19, 0.22, 0.21, 0.19, 0.46]}

Record 3
{"formula": "C5H12N3O", "method": "wB97M-V/def2-TZVPD", "homo_lumo_gap_ev": 10.45, "smiles": "NCCC(=O)CC(N)=[NH2+]", "total_charge": 1, "homo_energy_ev": -13.678, "spin_multiplicity": 1, "relative_energy_kcal_mol": 43.7, "max_force_ev_per_a": 4.0, "symbols": ["N", "C", "C", "C", "O", "C", "C", "N", "N", "H", "H", "H", "H", "H", "H", "H", "H", "H", "H", "H", "H"], "positions_angstrom": [[-1.426, -1.092, -0.805], [-2.331, -0.163, -0.011], [-1.388, 0.739, 0.771], [-0.329, 1.434, -0.109], [-0.611, 1.922, -1.179], [1.153, 1.468, 0.285], [1.851, 0.126, -0.162], [3.180, -0.084, -0.098], [1.094, -0.903, -0.433], [-1.579, -2.016, -0.368], [-1.517, -1.297, -1.761], [-2.847, -0.576, 0.790], [-2.838, 0.511, -0.618], [-0.988, 0.304, 1.639], [-1.871, 1.487, 1.315], [1.785, 2.166, -0.154], [1.209, 1.732, 1.424], [3.505, -1.030, -0.138], [3.675, 0.624, 0.418], [0.048, -0.981, -0.730], [1.584, -1.721, -0.814]], "atomic_forces_ev_per_a": [[-1.17, -1.64, 2.77], [3.76, 1.02, -0.75], [1.66, 0.54, -1.11], [0.01, 0.38, -1.04], [-0.37, -0.37, 0.54], [0.35, -2.23, 2.48], [-0.91, -0.62, 2.00], [-1.44, 1.72, 0.20], [1.29, -0.79, -1.47], [0.29, 0.45, -0.32], [-1.30, 0.57, -1.65], [-1.66, -1.61, 0.45], [-1.53, 0.49, -1.32], [1.34, -1.55, 0.79], [-1.57, 1.86, 0.21], [0.27, 1.96, -1.27], [0.28, -1.22, -1.78], [0.43, -0.11, 0.02], [0.65, -0.20, -0.12], [-0.41, 1.05, 0.92], [0.02, 0.31, 0.46]], "nbo_charge": [-0.85, -0.20, -0.52, 0.59, -0.49, -0.56, 0.59, -0.74, -0.74, 0.39, 0.40, 0.22, 0.23, 0.22, 0.26, 0.26, 0.27, 0.42, 0.42, 0.44, 0.39]}

Record 4
{"formula": "C5H35NO14", "method": "wB97M-V/def2-TZVPD", "homo_lumo_gap_ev": 9.15, "homo_energy_ev": -9.217, "spin_multiplicity": 1, "relative_energy_kcal_mol": 69.8, "max_force_ev_per_a": 3.6, "symbols": ["C", "C", "C", "C", "C", "O", "O", "N", "H", "H", "H", "H", "H", "H", "H", "H", "H", "H", "H", "H", "H", "O", "H", "H", "O", "H", "H", "O", "H", "H", "O", "H", "H", "O", "H", "H", "O", "H", "H", "O", "H", "H", "O", "H", "H", "O", "H", "H", "O", "H", "H", "O", "H", "H", "O"], "positions_angstrom": [[-0.301, -2.634, 2.612], [1.193, -2.327, 2.270], [1.286, -0.813, 2.521], [2.652, -0.370, 1.970], [2.428, 0.908, 1.252], [3.398, 1.778, 1.517], [1.591, 1.291, 0.457], [1.480, -2.571, 0.824], [-0.639, -3.558, 2.070], [-0.468, -2.434, 3.658], [-0.780, -1.856, 1.948], [1.938, -2.937, 2.754], [0.439, -0.237, 2.145], [1.266, -0.740, 3.580], [3.201, -1.133, 1.292], [3.384, -0.401, 2.771], [2.465, 3.884, -1.097], [1.381, -3.544, 0.665], [0.844, -2.052, 0.197], [-3.186, 0.004, 1.507], [-4.216, -1.072, 2.007], [-3.878, -0.169, 2.114], [0.187, 3.848, -1.414], [0.289, 5.020, -0.408], [0.796, 4.543, -1.037], [1.084, -2.258, -3.619], [1.934, -1.001, -4.084], [1.079, -1.310, -3.845], [0.577, 0.184, -0.899], [0.946, -0.384, -2.289], [0.357, 0.284, -1.832], [-2.002, 2.292, -2.661], [-2.052, 1.060, -1.883], [-2.577, 1.447, -2.591], [-3.995, -0.721, -0.360], [-4.402, -1.133, -1.806], [-3.971, -1.448, -1.016], [-0.917, -0.958, -1.453], [-2.274, -1.576, -1.425], [-1.337, -1.793, -1.289], [0.297, 2.496, -3.700], [0.221, 1.956, -2.333], [0.175, 2.816, -2.792], [3.407, 2.675, 1.162], [2.820, 2.434, -1.398], [3.200, 3.271, -1.094], [-0.651, -3.471, -3.369], [-0.685, -3.424, -1.861], [-0.082, -3.674, -2.629], [-0.125, 0.739, 4.754], [-0.497, 1.836, 3.655], [0.183, 1.301, 4.057], [-2.680, 1.897, -0.650], [-2.142, 2.353, 0.790], [-2.642, 1.680, 0.285]], "atomic_forces_ev_per_a": [[0.75, 0.25, -2.94], [-2.18, 0.71, -2.16], [1.91, -2.14, -0.52], [0.05, -1.21, -0.40], [1.85, 2.95, -0.91], [1.79, -0.58, 1.93], [-1.30, -1.80, 0.20], [-0.26, 1.00, 0.48], [0.19, 0.27, 1.54], [-0.66, -0.53, 0.26], [-0.13, -0.61, 1.11], [0.15, 0.07, 0.83], [0.27, -0.37, -0.29], [0.10, 0.58, 0.88], [-1.73, 1.15, 0.39], [0.03, 1.25, 0.21], [-0.61, 0.30, 0.01], [-0.21, -0.96, -0.57], [0.19, -0.58, 0.59], [1.08, 0.14, -1.04], [0.49, 0.38, -0.08], [-1.54, -0.54, 1.15], [1.16, 1.24, 0.21], [-0.53, 0.73, 0.93], [-0.60, -1.10, -0.80], [0.24, 0.27, 0.12], [1.22, -0.14, -0.47], [-1.15, -0.26, 0.43], [0.40, 0.66, 0.58], [-1.05, 0.68, -0.12], [0.58, -0.88, -0.14], [-1.35, -1.58, -0.60], [0.19, -1.07, -0.23], [1.52, 2.41, 0.47], [-0.21, -0.37, -0.60], [-0.38, 0.36, -0.27], [0.10, 0.28, 0.79], [0.90, 0.66, -0.46], [-0.24, -0.49, 0.38], [-0.81, -0.41, 0.44], [-0.08, 0.59, 0.04], [0.25, -0.27, 0.30], [-0.41, -0.92, -0.74], [-0.87, -0.17, -1.02], [0.04, 0.34, 0.24], [0.88, -0.65, -0.09], [-0.29, -0.02, -0.42], [1.25, 0.05, -1.22], [-0.56, -0.21, 1.16], [-0.86, -0.11, 0.40], [-0.55, -0.15, 0.41], [1.20, 0.66, -0.60], [-0.20, 0.63, 0.02], [-0.44, -0.50, -0.84], [0.43, -0.01, 1.01]], "nbo_charge": [-0.63, -0.04, -0.40, -0.55, 0.83, -0.70, -0.68, -0.86, 0.22, 0.21, 0.20, 0.19, 0.23, 0.21, 0.28, 0.25, 0.50, 0.36, 0.36, 0.48, 0.47, -0.95, 0.50, 0.47, -0.97, 0.51, 0.48, -0.97, 0.51, 0.52, -1.01, 0.49, 0.46, -0.94, 0.49, 0.49, -0.95, 0.48, 0.49, -1.01, 0.49, 0.50, -1.00, 0.53, 0.47, -0.98, 0.46, 0.51, -0.98, 0.48, 0.48, -0.95, 0.48, 0.49, -0.98]}

Record 5
{"formula": "C6H11NO2", "method": "wB97M-V/def2-TZVPD", "homo_lumo_gap_ev": 9.84, "smiles": "CC1(C)C[C@]1(N)C(=O)O", "homo_energy_ev": -9.184, "spin_multiplicity": 1, "relative_energy_kcal_mol": 50.3, "max_force_ev_per_a": 3.3, "symbols": ["C", "C", "C", "C", "C", "N", "C", "O", "O", "H", "H", "H", "H", "H", "H", "H", "H", "H", "H", "H"], "positions_angstrom": [[-1.316, 0.408, -0.638], [-0.344, -0.121, 0.378], [-0.699, 0.453, 1.766], [0.299, -1.485, 0.274], [1.281, -0.298, -0.082], [1.569, 0.002, -1.506], [2.315, 0.083, 0.865], [2.396, -0.270, 2.019], [3.161, 1.007, 0.428], [-0.927, 1.185, -1.176], [-2.183, 0.837, -0.105], [-1.733, -0.333, -1.277], [0.165, 0.468, 2.373], [-1.482, -0.042, 2.299], [-0.906, 1.616, 1.750], [0.249, -2.043, -0.639], [0.394, -1.954, 1.253], [0.735, -0.302, -2.015], [2.470, -0.596, -1.795], [3.029, 1.261, -0.482]], "atomic_forces_ev_per_a": [[-1.34, -1.07, 1.62], [1.31, -0.03, 0.04], [1.09, 2.54, -0.95], [1.03, 2.17, 0.29], [-3.23, -0.78, 0.17], [1.79, -1.75, 0.78], [-0.29, 0.58, 1.31], [-0.24, -0.37, -0.46], [1.35, 0.51, 0.35], [1.12, 2.01, -1.64], [0.34, -0.22, -0.14], [-0.09, -0.72, -0.76], [1.02, -0.55, 0.96], [-0.67, -0.47, -0.02], [-0.07, -2.28, -0.50], [-0.82, -0.71, -0.03], [0.42, -0.32, -0.49], [0.73, 0.07, -0.31], [-2.91, 1.39, 0.49], [-0.53, 0.00, -0.70]], "nbo_charge": [-0.63, 0.03, -0.63, -0.43, -0.02, -0.86, 0.75, -0.59, -0.67, 0.22, 0.23, 0.21, 0.24, 0.22, 0.21, 0.22, 0.25, 0.38, 0.37, 0.50]}

Record 6
{"formula": "C20H27NO6SSiW", "method": "wB97M-V/def2-TZVPD", "homo_lumo_gap_ev": 6.54, "total_charge": 2, "homo_energy_ev": -14.372, "spin_multiplicity": 1, "relative_energy_kcal_mol": 25.1, "max_force_ev_per_a": 1.9, "symbols": ["W", "O", "C", "O", "C", "O", "C", "C", "O", "O", "H", "H", "H", "H", "H", "C", "Si", "C", "C", "N", "C", "C", "C", "C", "C", "C", "H", "H", "H", "H", "H", "H", "H", "H", "H", "H", "H", "H", "H", "H", "C", "S", "O", "C", "C", "C", "C", "C", "C", "H", "H", "H", "H", "H", "H", "H", "H"], "positions_angstrom": [[0.141, 0.678, -0.944], [-0.913, 1.396, -3.828], [-0.879, 1.758, -2.546], [-1.655, 1.183, -1.626], [-0.377, 3.153, -2.265], [0.414, 2.945, -1.071], [1.822, 3.251, -1.234], [2.492, 2.158, -2.074], [3.557, 2.300, -2.582], [1.764, 1.038, -2.051], [-1.500, 0.647, -3.990], [0.235, 3.535, -3.079], [-1.174, 3.859, -2.036], [1.959, 4.228, -1.691], [2.257, 3.264, -0.235], [1.923, -0.760, 0.489], [0.965, 0.172, 1.853], [0.110, -1.020, 2.991], [2.240, 1.290, 2.607], [-0.246, 1.120, 0.858], [-1.001, 2.131, 1.537], [-1.905, 2.950, 0.854], [-2.663, 3.887, 1.530], [-2.550, 4.035, 2.905], [-1.682, 3.208, 3.600], [-0.922, 2.269, 2.927], [2.936, -0.890, 0.887], [2.198, -0.194, -0.409], [1.612, -1.757, 0.190], [0.745, -1.898, 3.140], [-0.850, -1.355, 2.599], [-0.068, -0.579, 3.973], [3.007, 0.659, 3.067], [1.861, 1.959, 3.376], [2.746, 1.897, 1.853], [-2.048, 2.839, -0.207], [-3.355, 4.505, 0.973], [-3.142, 4.774, 3.427], [-1.597, 3.286, 4.675], [-0.282, 1.624, 3.511], [-2.562, -2.410, -1.573], [-1.087, -2.298, -0.579], [-0.290, -1.169, -1.385], [-0.211, -3.769, -0.948], [0.139, -4.555, 0.147], [0.811, -5.743, -0.079], [1.138, -6.114, -1.378], [0.795, -5.306, -2.461], [0.109, -4.125, -2.254], [-2.303, -2.644, -2.603], [-3.072, -1.451, -1.489], [-3.180, -3.202, -1.149], [-0.122, -4.249, 1.154], [1.082, -6.376, 0.754], [1.667, -7.041, -1.554], [1.062, -5.605, -3.466], [-0.152, -3.489, -3.091]], "atomic_forces_ev_per_a": [[-0.83, 0.67, -1.59], [0.04, 0.06, -0.02], [0.62, -0.44, 0.57], [0.07, 0.10, 0.38], [-0.05, 0.03, -0.12], [0.11, -0.03, 0.17], [0.02, -0.02, -0.19], [0.28, 0.65, 0.38], [-0.19, -0.20, -0.12], [-0.21, -0.48, 0.43], [-0.12, -0.10, 0.03], [0.00, -0.07, -0.06], [-0.02, 0.02, -0.02], [-0.11, 0.05, 0.01], [-0.01, 0.00, 0.01], [0.02, 0.02, 0.08], [0.33, -0.29, 0.01], [0.09, 0.04, 0.02], [-0.06, -0.02, 0.08], [0.21, -0.08, 0.23], [-0.38, 0.34, -0.01], [0.12, -0.13, -0.12], [-0.08, 0.10, 0.06], [0.02, -0.04, -0.08], [-0.03, 0.05, 0.08], [0.18, -0.23, -0.15], [-0.08, 0.11, 0.25], [0.17, -0.13, -0.27], [-0.15, 0.01, 0.04], [0.00, 0.03, 0.01], [-0.01, 0.02, -0.03], [-0.01, -0.04, -0.01], [-0.02, 0.00, 0.00], [0.02, 0.01, -0.01], [-0.03, -0.01, -0.04], [0.01, 0.02, 0.03], [0.01, 0.00, 0.01], [0.00, 0.00, 0.00], [0.00, 0.00, -0.02], [0.01, 0.03, 0.05], [0.01, 0.11, 0.02], [0.05, -0.34, -0.12], [0.02, 0.10, -0.04], [-0.08, 0.12, 0.14], [-0.06, 0.09, 0.07], [0.07, -0.12, -0.08], [-0.04, 0.06, 0.06], [0.01, -0.02, 0.02], [0.01, 0.00, -0.15], [0.05, 0.01, -0.01], [-0.03, -0.02, -0.02], [0.04, -0.01, 0.06], [0.01, -0.01, -0.02], [0.00, 0.00, -0.01], [0.00, 0.00, 0.01], [0.00, 0.01, 0.00], [0.01, -0.02, 0.00]], "nbo_charge": [2.05, -0.63, 0.48, -0.61, -0.15, -0.52, -0.19, 0.74, -0.48, -0.75, 0.51, 0.25, 0.25, 0.25, 0.24, -1.17, 1.76, -1.15, -1.14, -0.94, 0.16, -0.23, -0.19, -0.16, -0.17, -0.25, 0.32, 0.27, 0.26, 0.27, 0.26, 0.27, 0.27, 0.27, 0.25, 0.21, 0.24, 0.24, 0.24, 0.21, -0.79, 1.26, -0.90, -0.33, -0.18, -0.19, -0.12, -0.20, -0.13, 0.26, 0.27, 0.28, 0.24, 0.25, 0.25, 0.25, 0.23]}